The following is a quantum chemistry calculation of a structure of composition C51H53BaFN5P2S3SiTe, from OMol25.

Summary:
Gap between HOMO and LUMO = 6.62 eV
Multiplicity = 1
Total charge = -1

Cartesian coordinates (Å):
Ba -0.052 0.465 0.851
C -0.238 1.312 6.595
Si -0.728 0.994 4.785
C -1.575 2.578 4.207
C -2.060 -0.333 4.971
N 0.444 0.631 3.587
C 1.778 0.442 3.778
C 2.455 0.314 5.021
C 3.822 0.132 5.124
C 4.632 0.045 3.998
C 4.024 0.145 2.756
C 2.669 0.336 2.690
F 2.115 0.453 1.411
H -1.111 1.675 7.143
H 0.554 2.058 6.692
H 0.098 0.398 7.092
H -2.359 2.902 4.897
H -2.045 2.416 3.232
H -0.855 3.394 4.101
H -2.684 -0.103 5.839
H -1.639 -1.329 5.118
H -2.720 -0.385 4.105
H 1.863 0.351 5.921
H 4.263 0.047 6.110
H 5.697 -0.115 4.081
H 4.584 0.076 1.832
S 0.698 0.158 -2.237
C 1.082 1.744 -1.836
N 0.895 2.294 -0.653
C 1.299 3.615 -0.610
C 1.222 4.448 0.505
C 1.678 5.751 0.406
C 2.208 6.237 -0.787
C 2.289 5.422 -1.907
C 1.831 4.117 -1.809
S 1.805 2.856 -3.011
H 0.811 4.062 1.431
H 1.625 6.400 1.271
H 2.559 7.259 -0.845
H 2.701 5.789 -2.838
Te -4.850 -0.174 2.061
C -6.748 0.371 1.297
C -7.146 -0.007 0.022
C -8.388 0.397 -0.439
N -9.243 1.139 0.267
C -8.857 1.485 1.493
C -7.639 1.127 2.050
C -3.947 -0.319 0.132
P -2.893 1.138 -0.110
C -2.704 1.305 -1.943
C -2.046 2.449 -2.399
C -1.879 2.682 -3.753
C -2.358 1.765 -4.679
C -3.024 0.631 -4.239
C -3.206 0.410 -2.879
C -4.123 2.512 0.061
C -5.205 2.592 -0.816
C -6.188 3.552 -0.642
C -6.106 4.451 0.413
C -5.028 4.391 1.283
C -4.044 3.428 1.104
P -3.114 -1.843 -0.313
C -4.597 -2.937 -0.482
C -5.186 -3.058 -1.739
C -6.401 -3.710 -1.903
C -7.051 -4.247 -0.801
C -6.467 -4.150 0.454
C -5.244 -3.512 0.612
C -2.229 -2.698 1.062
C -1.507 -2.004 2.029
C -0.626 -2.656 2.884
C -0.479 -4.029 2.804
C -1.210 -4.743 1.863
C -2.061 -4.085 0.992
H -6.481 -0.591 -0.603
H -8.720 0.116 -1.434
H -9.560 2.091 2.057
H -7.385 1.453 3.052
H -1.656 3.158 -1.675
H -1.370 3.577 -4.088
H -2.215 1.934 -5.740
H -3.409 -0.085 -4.956
H -3.749 -0.461 -2.538
H -5.282 1.881 -1.629
H -7.028 3.591 -1.326
H -6.886 5.189 0.561
H -4.949 5.090 2.107
H -3.207 3.383 1.789
H -4.689 -2.627 -2.602
H -6.840 -3.794 -2.889
H -8.008 -4.742 -0.922
H -6.970 -4.565 1.320
H -4.788 -3.472 1.591
H -1.633 -0.930 2.120
H -0.049 -2.081 3.597
H 0.216 -4.540 3.457
H -1.097 -5.819 1.795
H -2.609 -4.648 0.244
C 3.501 -1.506 -4.281
C 3.156 -2.842 -3.631
N 2.801 -2.700 -2.227
C 1.632 -2.781 -1.566
S 1.674 -2.677 0.123
N 0.447 -2.979 -2.175
C 0.053 -2.697 -3.556
C -1.440 -2.422 -3.602
H 3.701 -1.643 -5.346
H 4.389 -1.072 -3.818
H 2.680 -0.800 -4.156
H 4.017 -3.513 -3.682
H 2.348 -3.326 -4.161
H 3.550 -2.428 -1.611
H -0.312 -2.937 -1.507
H 0.284 -3.553 -4.196
H 0.588 -1.820 -3.923
H -2.008 -3.284 -3.243
H -1.744 -2.209 -4.627
H -1.683 -1.559 -2.981